83
Properties=species:S:1:pos:R:3 method="wB97M-V/def2-TZVPD" homo_energy_ev="-7.9087 / -9.1199" homo_lumo_gap_ev="6.31 / 7.52" total_energy_ha=-1979.7534 multiplicity=2
C 2.3905 5.1287 -1.3253
C 1.1338 5.0756 -2.1884
O 0.3186 3.9907 -1.6988
P -0.9871 3.5129 -2.4663
O -2.2015 3.4312 -1.6463
C -0.5828 1.9271 -3.1996
C -0.6632 0.7810 -2.1813
C 0.7078 0.4356 -1.5624
C 0.7643 0.0603 -0.0765
C 0.6525 1.3044 0.8273
C -0.6555 2.1042 0.8048
C -0.9347 2.8410 2.1318
C -1.0668 4.3589 1.9845
O -1.7406 4.7782 0.8272
C -3.1015 4.4224 0.8059
C -0.3350 -0.9364 0.3360
C -0.1437 -2.4175 -0.0558
C -0.7734 -3.3228 1.0167
C -0.8622 -2.7281 -1.3720
N 1.3005 -2.7373 -0.2280
O 1.7085 -2.8773 -1.4314
C 2.2487 -1.9919 0.6331
C 3.6524 -2.5548 0.3830
C 1.9623 -2.1542 2.1227
C 2.1940 -0.5231 0.2015
O -1.0862 4.5774 -3.6569
C -2.2414 4.4595 -4.5108
C -1.7845 4.3572 -5.9524
H 2.7782 6.1390 -1.2520
H 2.1370 4.7675 -0.3306
H 3.1479 4.4585 -1.7253
H 0.5856 6.0093 -2.1195
H 1.4074 4.8842 -3.2223
H 0.4276 1.9610 -3.6152
H -1.2511 1.7696 -4.0446
H -1.4313 0.9820 -1.4402
H -0.9958 -0.0909 -2.7416
H 1.1123 -0.4055 -2.1277
H 1.4023 1.2651 -1.7148
H 1.4431 1.9866 0.5003
H 0.8817 0.9925 1.8467
H -1.5189 1.4866 0.5688
H -0.5859 2.8592 0.0264
H -0.1138 2.6698 2.8314
H -1.8189 2.4135 2.6047
H -0.0727 4.7984 1.9253
H -1.5642 4.7515 2.8797
H -3.5915 4.7124 1.7401
H -3.2356 3.3578 0.6078
H -3.5638 4.9689 -0.0112
H -0.4391 -0.8676 1.4191
H -1.2976 -0.6219 -0.0658
H -1.8541 -3.2202 0.9480
H -0.4828 -4.3606 0.8720
H -0.4888 -3.0433 2.0259
H -1.9330 -2.6333 -1.1957
H -0.6665 -3.7470 -1.6916
H -0.5923 -2.0345 -2.1585
H 3.6558 -3.6329 0.5242
H 4.3530 -2.0876 1.0731
H 3.9915 -2.3336 -0.6244
H 1.0026 -1.7524 2.4302
H 2.0446 -3.1887 2.4411
H 2.7179 -1.5803 2.6580
H 2.7831 -0.4383 -0.7112
H 2.6943 0.0903 0.9480
H -2.8602 3.6123 -4.2227
H -2.8434 5.3526 -4.3569
H -1.0351 3.5709 -6.0289
H -2.6281 4.1433 -6.6013
H -1.3035 5.2859 -6.2502
C -0.6438 -7.6896 5.3256
C -0.3116 -6.4219 5.0989
C 0.3372 -6.0128 3.8283
O 0.6416 -4.8582 3.6189
C 0.5987 -7.0689 2.8184
C 0.2659 -8.3365 3.0444
C -0.3821 -8.7476 4.3162
O -0.6865 -9.9014 4.5224
H -1.1164 -8.0129 6.2442
H -0.4930 -5.6340 5.8187
H 1.0715 -6.7450 1.8995
H 0.4469 -9.1238 2.3239

---

92
Properties=species:S:1:pos:R:3 method="wB97M-V/def2-TZVPD" homo_energy_ev=-10.3048 homo_lumo_gap_ev=7.38 total_energy_ha=-2306.7289 total_charge=+1
C -2.4970 4.4366 5.5524
C -2.8868 3.3128 5.5252
C -3.2917 1.9304 5.4331
C -2.2425 1.1142 4.6473
C -2.9029 0.4093 3.4639
N -2.0638 -0.7282 2.9495
C -0.5942 -0.6261 3.2998
N -0.0726 0.5624 2.6363
B 0.0758 -1.9500 2.6128
O -0.7599 -2.9786 2.2287
O 1.3946 -2.0714 2.3489
C -0.5076 -0.6396 4.8275
C 0.9216 -0.3932 5.3799
F 1.5145 0.6759 4.7973
F 0.7732 -0.0754 6.6974
C 1.8388 -1.5920 5.3304
C 3.1634 -1.4135 4.9515
C 4.0045 -2.4991 4.8739
C 3.5733 -3.7724 5.1757
C 2.2608 -3.9600 5.5634
C 1.6968 -5.3157 5.8902
F 1.5433 -5.4956 7.2044
F 2.4340 -6.3035 5.3852
F 0.4515 -5.4284 5.3382
C 1.4172 -2.8676 5.6443
N -1.4643 0.2406 5.4986
H -2.0595 5.3989 5.4849
H -4.2587 1.8532 4.9378
H -3.3944 1.4967 6.4273
H -1.5499 1.8407 4.2343
H -3.1705 1.0776 2.6536
H -3.8380 -0.0360 3.8028
H -2.1614 -0.8802 1.9462
H -2.3733 -1.5809 3.4148
H 0.9367 0.5671 2.6177
H -0.3923 0.5967 1.6708
H -0.6505 -3.1841 1.2907
H 1.9618 -1.5036 2.8869
H -0.7478 -1.6571 5.1316
H 3.5395 -0.4357 4.6969
H 5.0297 -2.3686 4.5628
H 4.2163 -4.6351 5.0949
H 0.3967 -3.0334 5.9592
H -2.0259 -0.2488 6.1805
C -0.8601 6.1795 -0.9789
O -1.9416 5.7866 -1.8021
C -1.5913 5.5424 -3.1605
C -1.6599 4.0662 -3.4936
N -0.5970 3.3181 -2.8311
C -0.7492 1.8640 -2.8812
C -1.9867 1.2383 -2.2494
O -2.0427 1.3276 -0.8275
C -2.5306 2.5627 -0.3217
H -1.2780 6.5438 -0.0415
H -0.1921 5.3403 -0.7519
H -0.2816 6.9844 -1.4387
H -0.6103 5.9608 -3.4012
H -2.3305 6.0631 -3.7748
H -1.5636 3.9398 -4.5754
H -2.6573 3.7154 -3.1973
H -0.5468 3.6061 -1.8638
H 0.1240 1.4393 -2.3800
H -0.6961 1.5418 -3.9230
H -1.9458 0.1699 -2.4731
H -2.9189 1.6088 -2.6885
H -3.2926 2.9996 -0.9687
H -1.7140 3.2729 -0.1769
H -2.9766 2.3716 0.6573
C 0.5589 -2.8711 -8.5447
O 1.3780 -3.5061 -7.5802
C 2.7382 -3.0900 -7.5945
C 3.0778 -2.2590 -6.3738
N 2.4279 -0.9539 -6.4170
C 2.4843 -0.1996 -5.1683
C 1.8428 -0.8011 -3.9195
O 0.4273 -0.8773 -3.9573
C -0.1039 -1.9959 -4.6497
H -0.3823 -3.4171 -8.5847
H 0.3393 -1.8321 -8.2749
H 1.0192 -2.8959 -9.5355
H 2.9845 -2.5599 -8.5184
H 3.3456 -3.9988 -7.5649
H 4.1611 -2.1158 -6.3309
H 2.7756 -2.8415 -5.4934
H 1.4591 -1.0755 -6.6773
H 1.9942 0.7593 -5.3562
H 3.5329 0.0214 -4.9457
H 2.0757 -0.1270 -3.0899
H 2.2712 -1.7746 -3.6537
H 0.5285 -2.8801 -4.5444
H -0.2519 -1.7741 -5.7086
H -1.0832 -2.2166 -4.2228

---

80
Properties=species:S:1:pos:R:3 method="wB97M-V/def2-TZVPD" homo_energy_ev="0.2488 / -3.7736" homo_lumo_gap_ev="2.33 / 6.34" total_energy_ha=-3273.2941 e_above_lowest_kj_mol=201.97 multiplicity=6 total_charge=-1
Fe -3.0482 0.4476 0.0799
P 0.0039 0.2720 -0.7061
Cl -3.7404 1.4811 -1.7271
C -0.4485 -1.0474 0.3771
H -0.9339 -0.7319 1.3505
H -0.9177 -1.9785 -0.0344
C -0.4026 2.0172 -0.1274
C -0.6417 0.2144 -2.4592
C 0.6365 3.0863 -0.5181
H -1.3388 2.2734 -0.6732
C 0.1621 4.5050 -0.1495
H 1.5928 2.8861 -0.0131
H 0.8651 3.0720 -1.5925
C -0.2040 4.6076 1.3385
H 0.9555 5.2356 -0.3856
H -0.7268 4.7515 -0.7559
C -1.1184 3.4799 1.8400
H 0.7105 4.6322 1.9426
H -0.6945 5.5687 1.5196
C -0.7112 2.0745 1.3781
H -1.1577 3.4965 2.9356
H -2.1340 3.6760 1.4647
H 0.1860 1.7432 1.9195
H -1.5159 1.3675 1.6533
C 1.8534 0.0495 -0.7694
C -0.1707 -1.0423 -3.2026
H -1.7233 0.1015 -2.2611
C -0.7940 -1.1792 -4.5958
H 0.9237 -1.0196 -3.2993
H -0.4030 -1.9370 -2.6069
C -0.6921 0.0927 -5.4342
H -0.2985 -2.0034 -5.1156
H -1.8462 -1.4590 -4.4868
C -1.1561 1.3486 -4.6850
H 0.3433 0.2313 -5.7655
H -1.2826 -0.0238 -6.3469
C -0.4958 1.4877 -3.3039
H -0.9205 2.2363 -5.2890
H -2.2493 1.3258 -4.5655
H 0.5659 1.7367 -3.4450
H -0.9580 2.3431 -2.7990
C 2.4462 0.3004 0.6269
H 1.9022 -1.0353 -0.9761
C 3.8745 -0.2501 0.7161
H 2.4591 1.3823 0.8434
H 1.8208 -0.1677 1.3996
C 4.7807 0.3251 -0.3769
H 4.2883 -0.0152 1.7049
H 3.8406 -1.3468 0.6215
C 4.1608 0.2303 -1.7823
H 4.9901 1.3806 -0.1542
H 5.7453 -0.1960 -0.3714
C 2.7085 0.7478 -1.8377
H 4.7767 0.7962 -2.4970
H 4.1712 -0.8232 -2.1046
H 2.7086 1.8359 -1.6768
H 2.3018 0.5796 -2.8431
C 0.4788 -1.5583 3.1330
C 0.5828 -2.3997 2.0171
H 0.9466 -0.5581 3.1476
C 0.2587 -3.8668 2.1507
H 1.2579 -2.1688 1.1828
C -0.8422 -4.1386 3.1622
H -0.0191 -4.2764 1.1731
H 1.1418 -4.4179 2.4986
C -0.6105 -3.4229 4.4868
H -1.7887 -3.8013 2.7273
H -0.9339 -5.2100 3.3402
C -0.3963 -1.9005 4.2875
H -1.4542 -3.5823 5.1660
H 0.2493 -3.8474 5.0129
H -1.3902 -1.4120 4.1625
H 0.0197 -1.4470 5.2020
C -4.8403 -2.4297 2.5340
C -3.7202 -1.8245 1.7231
O -2.8710 -2.5950 1.2310
O -3.7893 -0.5296 1.5102
H -5.4899 -3.0278 1.8750
H -5.4442 -1.6555 3.0183
H -4.3953 -3.0929 3.2797

---

81
Properties=species:S:1:pos:R:3 method="wB97M-V/def2-TZVPD" homo_energy_ev="-7.1194 / -7.8835" homo_lumo_gap_ev="7.45 / 6.91" total_energy_ha=-8046.3784 e_above_lowest_kj_mol=80.40 multiplicity=2
Cu -0.1047 1.1448 -0.7022
C 2.4801 0.7968 -2.9365
C 3.4750 1.4360 -1.9714
Ge 2.8885 1.4230 -0.0881
C 4.3403 2.1945 1.0058
C 4.0820 2.0391 2.5043
C 2.8775 -0.4682 0.4043
C 1.9807 -1.4509 0.2645
Ge 0.1364 -1.1913 -0.4319
C -0.0528 -2.1715 -2.1475
C 0.6014 -3.5542 -2.1923
C -1.1975 -1.8936 0.8643
C -1.7074 -3.3067 0.5837
C 2.4061 -2.8449 0.5837
C 1.7222 -3.6303 1.5108
C 2.1372 -4.9230 1.7965
C 3.2432 -5.4610 1.1539
C 3.9400 -4.6871 0.2361
C 3.5272 -3.3929 -0.0420
H 2.8702 0.7592 -3.9560
H 1.5361 1.3497 -2.9690
H 2.2433 -0.2266 -2.6349
H 3.7220 2.4541 -2.2781
H 4.4137 0.8737 -1.9862
H 4.4814 3.2446 0.7367
H 5.2646 1.6792 0.7262
H 3.1708 2.5590 2.8085
H 4.9037 2.4366 3.1039
H 3.9556 0.9886 2.7756
H 3.8554 -0.7817 0.7887
H 0.3513 -1.5380 -2.9400
H -1.1276 -2.2372 -2.3325
H 1.6846 -3.4853 -2.0986
H 0.3817 -4.0623 -3.1348
H 0.2552 -4.1961 -1.3814
H -2.0296 -1.1900 0.8167
H -0.7793 -1.8054 1.8693
H -2.0990 -3.3849 -0.4332
H -2.5157 -3.5798 1.2691
H -0.9278 -4.0625 0.6839
H 0.8680 -3.2184 2.0300
H 1.5945 -5.5102 2.5269
H 3.5629 -6.4721 1.3704
H 4.8069 -5.0942 -0.2694
H 4.0653 -2.7940 -0.7675
C -5.3499 0.8212 2.3144
C -4.6187 1.9538 1.6015
S -3.1465 1.4056 0.6912
C -3.5950 1.7286 -1.0283
C -4.5430 0.7264 -1.6766
S -3.8686 -0.9582 -1.6885
C -5.0376 -1.9034 -0.6775
C -5.0816 -1.6048 0.8192
S -6.2827 -0.2969 1.2395
H -6.0924 1.2463 2.9928
H -4.6620 0.2370 2.9268
H -4.2920 2.6907 2.3379
H -5.2880 2.4590 0.9044
H -2.6368 1.7263 -1.5568
H -3.9940 2.7424 -1.1098
H -4.7199 1.0268 -2.7112
H -5.5022 0.7132 -1.1635
H -4.7041 -2.9331 -0.8215
H -6.0350 -1.8353 -1.1155
H -4.1009 -1.3087 1.1833
H -5.3876 -2.5075 1.3498
C 1.7407 4.2543 -1.2346
C 0.9734 3.7883 0.0030
C -0.5128 4.1063 -0.2031
C 1.4728 4.5835 1.2179
C 1.1807 2.2893 0.2689
H 1.5278 5.3057 -1.4423
H 1.4591 3.6716 -2.1162
H 2.8192 4.1575 -1.0924
H -0.6726 5.1829 -0.3158
H -1.1127 3.7503 0.6350
H -0.8852 3.6239 -1.1163
H 1.3396 5.6574 1.0592
H 2.5335 4.3960 1.3951
H 0.9233 4.3010 2.1185
H 0.8683 2.0379 1.2907

---

79
Properties=species:S:1:pos:R:3 method="wB97M-V/def2-TZVPD" homo_energy_ev="-12.7830 / -14.4424" homo_lumo_gap_ev="2.74 / 6.43" total_energy_ha=-1892.8287 e_above_lowest_kj_mol=283.49 multiplicity=4 total_charge=+2
P 0.0799 2.9174 2.5806
P -2.1531 2.7728 0.5589
C -0.8958 4.5165 2.4360
C -2.1683 4.3403 1.6038
H -0.2163 5.2608 2.0010
H -1.1206 4.8521 3.4557
H -3.0574 4.2791 2.2488
H -2.3109 5.1844 0.9154
C -2.2939 3.5003 -1.1095
H -2.8856 2.8168 -1.7283
H -1.3050 3.6350 -1.5549
H -2.7954 4.4719 -1.0345
C -3.8580 2.1629 0.8191
H -4.2725 2.6108 1.7281
H -3.8580 1.0737 0.9231
H -4.4633 2.4434 -0.0490
C 1.8014 3.4872 2.6504
H 2.3112 2.8767 3.4048
H 1.8351 4.5463 2.9353
H 2.2821 3.3504 1.6788
C -0.2518 2.5072 4.3343
H -1.0377 1.7507 4.4114
H -0.5579 3.4161 4.8666
H 0.6807 2.1186 4.7570
Re -0.5655 1.5688 1.1389
C -1.2413 -0.3842 -4.2816
C -0.2000 0.1780 -3.6501
C 0.0569 0.3836 -2.1732
C 0.7088 1.7784 -1.9405
C 0.8395 2.2267 -0.5308
C -2.7606 -1.9761 -1.6227
C -3.0601 -0.7962 -2.4160
C -2.3411 -1.2376 -3.7458
C -1.5351 0.1225 2.2075
H -1.2673 -0.2827 -5.3729
H 0.5880 0.6361 -4.2675
H 0.7517 -0.3887 -1.7908
H -0.8454 0.2426 -1.5600
H 1.7278 1.7404 -2.3816
H 0.1410 2.5498 -2.4995
H 1.6365 2.9626 -0.3372
H -3.1073 -2.0512 -0.5686
H -2.6935 0.1690 -2.0247
H -4.1417 -0.7072 -2.6395
H -1.9793 -2.2744 -3.5948
H -3.1110 -1.3211 -4.5256
H -2.1016 -0.4905 1.4859
H -2.1684 0.4744 3.0321
H -0.7032 -0.4956 2.5874
C 0.3080 -3.7003 -3.3881
C 0.1884 -3.1820 -1.9537
C -0.6664 -4.1417 -1.1172
C 1.5490 -2.8974 -1.3266
C 2.7535 -3.1940 -1.9365
C 3.9693 -2.9999 -1.2717
C 3.9966 -2.5147 0.0415
C 2.8365 -2.1728 0.7079
C 2.8168 -1.6334 2.1281
C 1.9647 -2.4942 3.0644
C 4.2125 -1.4541 2.7275
C 1.5635 -2.2706 -0.0040
O 0.5024 -1.7839 0.4803
H 0.8712 -4.6437 -3.3974
H 0.8201 -2.9703 -4.0267
H -0.6814 -3.8949 -3.8157
H -0.3764 -2.2340 -1.9777
H -0.4565 -5.1824 -1.4068
H -0.4695 -4.0149 -0.0485
H -1.7214 -3.8841 -1.2988
H 2.7541 -3.6053 -2.9485
H 4.9008 -3.2504 -1.7719
H 4.9552 -2.4135 0.5544
H 2.3366 -0.6393 2.0742
H 2.3724 -3.5121 3.1174
H 1.9647 -2.0685 4.0735
H 0.9366 -2.5446 2.6975
H 4.8358 -0.8130 2.0970
H 4.1344 -0.9852 3.7144
H 4.7116 -2.4237 2.8501

---

79
Properties=species:S:1:pos:R:3 method="wB97M-V/def2-TZVPD" homo_energy_ev="-5.1347 / -5.1369" homo_lumo_gap_ev="3.23 / 3.22" total_energy_ha=-3594.4577
P -2.6188 -0.4608 1.7381
P 1.0194 0.6779 -1.2840
C -1.9627 0.7379 -0.0181
C -0.9692 0.5603 -1.1658
H -2.0486 1.8229 0.2521
H -2.9501 0.4516 -0.4072
H -1.1817 -0.3795 -1.6873
H -1.1611 1.3567 -1.8882
C 1.2903 2.4735 -1.6980
H 2.3760 2.6789 -1.7140
H 0.8780 3.1265 -0.9142
H 0.8050 2.6573 -2.6626
C 1.1802 -0.0364 -2.9582
H 1.5107 0.7673 -3.6225
H 0.2082 -0.4246 -3.2709
H 1.9185 -0.8505 -2.9352
C -3.4246 0.6410 2.9347
H -3.4592 0.1934 3.9350
H -4.4305 0.8679 2.5851
H -2.8450 1.5599 2.9963
C -4.0281 -1.3979 1.0200
H -3.7533 -1.5805 -0.0377
H -4.9350 -0.7656 1.0988
H -4.1675 -2.3660 1.5526
Zn -0.3113 1.1626 1.2002
C -2.5797 2.9117 -2.4258
C -1.8602 3.6382 -1.5495
C -2.4579 4.7526 -0.7672
C -3.6951 4.4007 0.1121
C -3.8232 2.9749 0.4710
C -4.4928 2.0762 -0.2758
C -4.9839 2.3143 -1.6763
C -4.0448 3.0297 -2.6764
C -0.1913 -0.8352 2.1698
H -2.0934 2.3008 -3.1922
H -0.7776 3.6716 -1.6321
H -2.7553 5.5648 -1.4585
H -1.6917 5.1770 -0.1049
H -3.6087 4.9709 1.0455
H -4.5955 4.7902 -0.3774
H -3.4514 2.7140 1.4574
H -4.9256 1.1819 0.1940
H -5.9378 2.8746 -1.6389
H -5.2387 1.3355 -2.1178
H -4.2335 2.5721 -3.6618
H -4.3845 4.0675 -2.8124
H 0.3915 -1.5333 1.5436
H -0.8471 -1.4317 2.8408
H 0.5096 -0.2891 2.8271
C 2.8046 -4.5938 -2.5042
C 2.3498 -3.5490 -1.4794
C 0.9262 -3.8511 -1.0044
C 3.2974 -3.3772 -0.3047
C 4.0495 -4.4133 0.2210
C 4.7519 -4.2689 1.4277
C 4.7762 -3.0303 2.0821
C 4.0773 -1.9463 1.5950
C 4.0464 -0.5944 2.3167
C 3.7425 -0.7201 3.8051
C 5.3323 0.2009 2.0983
C 3.3332 -2.0798 0.3500
O 2.6993 -1.0918 -0.1277
H 2.7243 -5.6091 -2.0872
H 3.8465 -4.4132 -2.7985
H 2.1824 -4.5304 -3.4095
H 2.3107 -2.5812 -1.9929
H 0.9070 -4.7979 -0.4488
H 0.5707 -3.0585 -0.3381
H 0.2345 -3.9343 -1.8534
H 4.0752 -5.3786 -0.2931
H 5.2760 -5.1169 1.8794
H 5.3468 -2.8904 3.0063
H 3.2272 -0.0369 1.8448
H 4.5285 -1.2701 4.3387
H 3.6510 0.2758 4.2513
H 2.8008 -1.2551 3.9657
H 5.5122 0.3389 1.0286
H 5.2457 1.1877 2.5668
H 6.2028 -0.3182 2.5210

---

Computed largest force on an atom (eV/Å) in order:
0.8; 1.5; 4.4; 0.2; 11.1; 2.9